ORCA calculation (the ωB97M-V functional and the def2-TZVPD basis) on C4H5NS in the gas phase.

```
11
Properties=species:S:1:pos:R:3:forces:R:3
C -0.5097 -0.9522 0.0407 0.4 -0.8 1.6
C -2.0770 -1.5037 0.0489 1.7 1.7 -0.4
C 0.7334 -1.6207 0.0865 -7.5 -2.4 -0.6
C -0.5113 0.6003 0.1491 -0.3 -0.9 -1.0
N -1.8649 1.1196 0.1246 -0.8 0.0 0.6
S -3.0393 -0.1106 -0.0257 2.1 -2.4 0.5
H 0.7438 -2.7495 0.0232 0.1 1.5 0.2
H 1.5859 -1.1073 0.0298 3.3 2.0 0.0
H -0.0616 1.0784 1.0211 0.7 -0.6 -0.2
H -0.0809 0.8463 -0.8209 0.7 0.7 0.3
H -1.9734 1.7111 -0.6530 -0.3 1.1 -1.0
```
Forces are in eV/Å.

**LUMO energy**: -0.46 eV
**E_HOMO**: -8.72 eV

Results of the Löwdin charge analysis, in e, for atoms 1 through 6: atom 1 (C): -0.311, atom 2 (C): -0.318, atom 3 (C): 0.056, atom 4 (C): -0.274, atom 5 (N): -0.387, atom 6 (S): 0.883

ORCA calculation (the ωB97M-V functional and the def2-TZVPD basis) on C4H5NS in the gas phase.

```
11
Properties=species:S:1:pos:R:3:forces:R:3
C -2.9934 -0.1464 -0.0166 1.7 0.7 0.4
C -1.8364 0.2338 -0.0318 -1.4 -1.1 -0.6
C -0.4510 0.6389 -0.1350 0.2 -1.0 0.9
S -0.1095 2.2143 -0.0277 0.5 1.1 -0.2
N 0.4627 -0.3605 -0.1334 0.7 -0.2 -0.1
C 1.9168 -0.2760 0.0237 -0.2 2.9 0.2
H -4.0129 -0.4082 0.1539 0.1 0.0 -0.2
H 0.1703 -1.2949 -0.0579 -1.1 -1.0 0.0
H 2.4068 -1.2321 0.1135 -0.4 -0.4 -0.1
H 2.1192 0.3340 0.9560 0.0 -0.6 -1.0
H 2.3274 0.2971 -0.8448 -0.1 -0.5 0.8
```
Forces are in eV/Å.

**LUMO energy**: 0.14 eV
**E_HOMO**: -8.51 eV

Results of the Löwdin charge analysis, in e, for atoms 1 through 6: atom 1 (C): 0.135, atom 2 (C): -0.167, atom 3 (C): -0.902, atom 4 (S): 0.700, atom 5 (N): -0.076, atom 6 (C): -0.093

ORCA calculation (the ωB97M-V functional and the def2-TZVPD basis) on a molecular structure, C4H5NS.

```
11
Properties=species:S:1:pos:R:3:forces:R:3
C 1.0822 -0.9801 0.2227 3.3 -2.8 0.5
C 0.1119 -0.0388 0.0231 -4.2 2.6 -1.9
C 1.2387 -2.3263 -0.0711 -1.3 2.3 0.1
C -1.5342 1.8503 -0.1560 2.0 1.7 2.6
N -0.8946 0.5973 -0.3064 4.6 -3.3 1.2
S 2.3257 0.0825 0.9289 -1.5 0.3 -0.1
H 0.4791 -2.7063 -0.7143 -0.5 -0.8 -0.2
H 2.0404 -2.9925 0.2553 -0.1 0.8 -0.1
H -1.3355 2.5000 -1.0230 -0.5 -0.4 0.2
H -2.5842 1.6328 0.0568 0.2 0.6 -0.1
H -0.9296 2.3812 0.7841 -2.0 -1.1 -2.2
```
Forces are in eV/Å.

**LUMO energy (spin up / spin down)**: -0.62 / -0.62 eV
**E_HOMO (spin up / spin down)**: -7.72 / -7.72 eV

Results of the Löwdin charge analysis, in e, for atoms 1 through 6: atom 1 (C): -0.816, atom 2 (C): -0.137, atom 3 (C): 0.019, atom 4 (C): -0.091, atom 5 (N): 0.057, atom 6 (S): 0.532

ORCA calculation (the ωB97M-V functional and the def2-TZVPD basis) on a molecular structure, C4H5NS.

```
11
Properties=species:S:1:pos:R:3:forces:R:3
C -0.0056 -0.5841 0.9446 -0.2 -5.0 -2.8
C -1.0321 0.3153 0.8164 -5.2 -2.4 3.2
C -1.1023 0.9625 -0.4095 1.9 1.9 -1.4
C 0.0413 0.5761 -1.0325 1.0 -2.2 -2.1
H 2.6299 -0.4339 0.8096 -0.8 -1.3 -3.3
H 0.1054 -1.8713 1.3231 -0.6 4.7 -0.4
H -2.1496 0.1700 1.3212 3.5 0.7 -0.3
H -1.7138 1.8075 -0.7589 0.1 -0.8 0.5
H 0.5490 0.7170 -1.9903 -0.6 0.9 0.2
N 0.5787 -0.5809 -0.4359 -3.2 3.1 3.7
S 2.0991 -1.0782 -0.5879 4.1 0.4 2.7
```
Forces are in eV/Å.

**LUMO energy**: 0.08 eV
**E_HOMO**: -8.82 eV

Results of the Löwdin charge analysis, in e, for atoms 1 through 6: atom 1 (C): -0.167, atom 2 (C): -0.187, atom 3 (C): -0.123, atom 4 (C): -0.169, atom 5 (H): 0.017, atom 6 (H): 0.198